# 1
Here is a structure of composition C20H30CaO17 at a distorted geometry from the Open Molecules 2025 dataset. Energies are from ωB97M-V/def2-TZVPD.

```
! RIJCOSX wB97M-V def2-TZVPD def2/J DEFGRID3
* xyz -2 1
Ca 0.6541 0.3498 -1.0569
O 2.3511 1.1521 -2.8202
O -0.6445 5.0642 -1.6286
O -2.5666 -1.2080 -3.1226
O 0.8317 -2.2561 -4.4252
O -0.2706 4.3875 0.4430
O 0.3143 -4.0190 0.3920
O -0.5525 1.2532 3.2907
O 2.9547 -0.1755 -0.0361
O 1.5412 -1.6590 -2.3884
O 0.8567 -2.9649 2.2853
O 0.5881 -1.8153 0.3785
O -0.0087 1.0775 1.1214
O -1.6000 -0.2209 2.0442
O -1.8227 -0.0766 -1.3457
O -0.2947 2.8922 -1.2385
O 0.3101 1.0438 -3.5861
O 5.0091 -0.2685 -0.9485
C 0.2905 -4.2420 2.6673
C 0.8095 -3.9099 -2.6987
C -0.5309 5.7641 0.5572
C 0.2180 -5.0148 1.3748
C -1.3913 7.3023 -1.3463
C -1.3481 0.5393 4.1909
C 4.7548 -0.4456 1.4569
C -4.1154 -0.6874 -1.3750
C -0.3708 6.2453 -0.8922
C -2.7270 -0.6708 -2.0173
C 1.7761 2.7344 -4.5181
C -2.7828 -1.5913 3.5665
C -0.6413 0.6983 2.0502
C -0.3595 3.9905 -0.8527
C 1.0820 -2.4913 -3.2315
C 0.5552 -2.8400 0.9550
C 4.2189 -0.2992 0.0068
C -2.3669 -0.1580 3.2692
C 1.2668 -6.1517 1.2040
C 1.4708 1.5254 -3.6258
H -2.3769 7.0760 -0.9279
H -0.7181 -5.5805 1.4019
H 2.0294 -5.9730 1.9604
H -3.9987 -0.2111 -0.3992
H -0.8105 -0.1352 4.8614
H 0.8124 -7.1401 1.2194
H 1.6333 -4.1984 -2.0403
H -4.8044 -0.0549 -1.9436
H -2.9183 -2.1882 2.6694
H 0.5845 -4.6600 -3.4581
H -0.0923 -3.8321 -2.0837
H 0.2615 6.1813 1.1803
H 0.5800 6.7310 -1.1277
H 5.2958 0.4797 1.6930
H 5.5462 -1.2049 1.5485
H 4.0520 -0.6816 2.2559
H -3.7288 -1.4941 4.1108
H -1.5032 7.3849 -2.4244
H -0.7203 -4.0288 3.0348
H -1.5293 6.0110 0.9262
H -3.2500 0.4599 3.0977
H 0.9154 2.9639 -5.1563
H -4.5313 -1.6941 -1.3896
H 1.7208 -6.1045 0.2124
H -2.0956 -2.1309 4.2208
H -1.9256 1.2321 4.8111
H 2.6878 2.7108 -5.1090
H -1.1339 8.2883 -0.9487
H 0.8219 -4.6435 3.5281
H 1.7365 3.5828 -3.8233
*
```

For the relative energy (zero: lowest compared OMol25 entry of this formula, charge and spin), the calculation gives 0.0 kJ/mol. For the orbital gap, the calculation gives 4.271 eV. The calculation puts the lowest unoccupied orbital energy at 0.1303 hartree.

# 2
Here is a structure of composition C19H25MnN3SSi at a distorted geometry from the Open Molecules 2025 dataset. Energies are from ωB97M-V/def2-TZVPD.

```
! RIJCOSX wB97M-V def2-TZVPD def2/J DEFGRID3
* xyz 2 4
Mn 0.1267 0.2218 2.5475
S 1.6433 -1.0314 3.5310
Si 0.3142 0.1793 -1.3288
N 1.2151 -1.4356 6.2356
N -1.2430 -1.0917 3.6017
N -0.6784 -1.0983 4.9573
C 2.6961 -2.2937 -4.0876
C -2.0478 1.3371 -4.6909
C -1.0422 0.6671 -3.9462
C -0.8455 1.6432 3.7104
C 3.6559 -1.3122 -4.4270
C -2.4220 0.7673 -1.9570
C -3.4306 1.4331 -2.6844
C -0.3929 2.1002 1.4741
C 2.5313 0.2795 -2.9707
C -0.5145 -1.8629 0.1992
C 3.5809 -0.0111 -3.8732
C 1.5201 -0.6492 -2.6301
C -1.1381 0.5325 -2.5230
C 0.5739 1.9486 3.5877
C -1.4285 1.7477 2.3881
C -3.2207 1.7623 -4.0351
C 1.6284 -1.9625 -3.1963
C 0.8403 2.2154 2.1990
C 0.6701 -1.2017 4.9900
H -0.6794 -2.4826 -0.6682
H -0.5372 2.3162 0.4225
H 0.5067 -1.4749 0.5450
H -1.2298 -1.5557 5.7250
H 0.6231 -1.4513 7.0761
H 4.3271 0.7698 -4.1256
H -1.2322 -0.9929 0.4348
H -2.4775 1.6212 2.1346
H 2.4473 1.2773 -2.5144
H -1.3658 1.4027 4.6300
H 0.8800 -2.7393 -2.9918
H -0.7339 -2.6001 1.0018
H 2.7783 -3.3160 -4.5244
H -2.1782 -0.6968 3.7657
H 0.9194 1.3915 -0.7602
H -0.1447 0.3117 -4.4900
H -2.6402 0.4926 -0.9130
H 1.8042 2.4126 1.7451
H 1.2925 1.8870 4.4027
H 4.4777 -1.5413 -5.1162
H -4.3668 1.7239 -2.1951
H -1.8943 1.5394 -5.7663
H -1.4502 -2.0837 3.3857
H -3.9553 2.3569 -4.5889
H 2.2369 -1.4530 6.3138
*
```

For the relative energy (zero: lowest compared OMol25 entry of this formula, charge and spin), the calculation gives 0.0 kJ/mol. For the orbital gap (spin up / spin down), the calculation gives 5.855 / 6.220 eV. The calculation puts the lowest unoccupied orbital energy (spin up / spin down) at -0.2904 / -0.2910 hartree. The expectation value of S² is 3.8049.